C16H25Cl2IrNO2 | ωB97M-V with the def2-TZVPD basis set

- spin multiplicity = 6
- LUMO level (spin up / spin down) (eV) = 4.5 / 4.1
- ⟨S²⟩ = 8.768
- Kohn-Sham gap (spin up / spin down) (eV) = 4.87 / 4.52
- total charge = -2

Last column: Löwdin charge in e.
Element x y z (Å)
C  1.73659  0.04302  -1.48330  -0.370
C  0.91527  -1.02438  -1.98567  -0.353
C  0.93192  -2.07880  -1.04427  -0.310
C  0.27255  -1.09130  -3.31868  -0.085
C  1.73201  -1.68598  0.05271  -0.327
C  2.24442  -0.37095  -0.21247  -0.355
C  3.23395  0.36070  0.61838  -0.052
C  2.09178  1.28907  -2.20787  -0.063
C  0.26551  -3.39159  -1.20184  -0.040
C  2.08585  -2.55632  1.19851  -0.056
Ir  0.00000  0.00000  0.00000  1.515
Cl  -3.91462  -0.74282  -3.34811  -0.704
Cl  -1.34435  1.05445  -1.67116  0.158
O  0.09379  -0.14857  2.02028  -0.428
H  0.19424  -0.11444  -3.77946  0.052
H  -0.72857  -1.50804  -3.25984  0.050
H  0.86820  -1.73254  -3.97184  0.078
H  -0.67585  -3.30181  -1.73386  0.075
H  0.05988  -3.85432  -0.24219  0.069
H  0.91146  -4.06466  -1.76965  0.079
H  1.22396  -3.10535  1.56592  0.070
H  2.49083  -1.98860  2.02736  0.063
H  2.83724  -3.28160  0.87952  0.077
H  3.08358  0.16987  1.67664  0.069
H  3.16745  1.43267  0.46061  0.066
H  4.24592  0.04679  0.35688  0.074
H  1.25557  1.65685  -2.79331  0.051
H  2.93038  1.10451  -2.88156  0.076
H  2.37676  2.07936  -1.52081  0.066
H  -0.59150  -0.72119  2.39015  -0.005
O  0.23271  1.83798  0.52246  -0.444
H  0.50921  1.90204  1.45007  -0.018
C  -1.59093  2.37999  2.56158  -0.100
C  -2.37638  1.29609  1.84125  -0.363
C  -3.71042  1.14045  2.15934  -0.143
C  -4.15867  0.07376  1.43681  -0.128
C  -3.08855  -0.39692  0.69366  -0.447
C  -3.17915  -1.56446  -0.19660  -0.127
N  -1.98038  0.34270  0.89682  -0.162
H  -2.22539  2.91669  3.29465  0.057
H  -1.22051  3.16584  1.87286  0.059
H  -0.77055  1.93831  3.16986  0.053
H  -4.27068  1.73549  2.86310  0.073
H  -5.16431  -0.31594  1.46656  0.078
H  -3.41952  -2.45698  0.40999  0.065
H  -4.01706  -1.38412  -0.88783  -0.015
H  -2.22670  -1.70630  -0.73951  0.024